DFT (ωB97M-V with the def2-TZVPD basis set) results for C5H5NO in the gas phase at a distorted geometry.

Kohn-Sham gap: 11.4 eV
Energy above the lowest of the compared OMol25 structures with the same formula, charge and spin: 69.26 kcal per mole
Total energy: -8800.4155 eV
LUMO level: 0.633 eV
Molar mass: 95.10 g/mol

```
! wB97M-V def2-TZVPD RIJCOSX def2/J DEFGRID3
* xyz 0 1
H 1.0441 3.2917 0.0091
C 1.4562 -1.3360 0.2876
H -1.2658 -1.7236 0.2579
H -1.1869 -0.3396 1.3599
C 0.7254 1.0365 -0.0980
C 0.4157 -0.4058 -0.1751
C 0.8688 2.2331 -0.0362
O -1.9849 -0.0167 -0.5210
H 0.6092 -0.8487 -1.1795
N 2.2487 -2.1767 0.2145
H -1.8781 0.9410 -0.4310
C -1.0523 -0.6553 0.3117
*
```

Here are the natural (NBO) charges for atoms 1 to 2, given in e: 0.25, 0.28



DFT (ωB97M-V with the def2-TZVPD basis set) results for CH3NO in the gas phase at a distorted geometry.

Kohn-Sham gap: 11.0 eV
Energy above the lowest of the compared OMol25 structures with the same formula, charge and spin: 0.00 kcal per mole
Total energy: -4623.4211 eV
LUMO level: 0.944 eV
Molar mass: 45.04 g/mol

```
! wB97M-V def2-TZVPD RIJCOSX def2/J DEFGRID3
* xyz 0 1
N -0.5065 -0.3128 0.9042
H -1.2167 -0.9759 1.1735
H -0.7660 -0.6991 -1.0987
H 0.1130 0.0104 1.6324
O 0.7846 0.5745 -0.7275
C -0.1436 -0.1237 -0.3695
*
```

Here are the natural (NBO) charges for atoms 1 to 2, given in e: -0.82, 0.39



DFT (ωB97M-V with the def2-TZVPD basis set) results for C4H5ClO3 in the gas phase at a distorted geometry.

Kohn-Sham gap: 11.5 eV
Energy above the lowest of the compared OMol25 structures with the same formula, charge and spin: 9.96 kcal per mole
Total energy: -22893.5693 eV
LUMO level: 0.713 eV
Molar mass: 136.53 g/mol

```
! wB97M-V def2-TZVPD RIJCOSX def2/J DEFGRID3
* xyz 0 1
Cl -2.1454 -1.5556 -1.7906
C -0.0832 -0.2656 -0.5971
H 0.2247 -0.0336 -1.6906
H -0.3984 -2.4318 -0.7110
O -0.8495 0.8704 -0.0842
C -0.9093 -1.5196 -0.5742
H -1.3577 -1.6120 0.4565
C 1.3011 0.8243 0.7848
H 1.6049 0.7079 1.8350
H 2.0425 1.3614 0.1948
O -0.3994 2.5599 1.2386
O 0.9854 -0.4704 0.2156
C -0.0157 1.5647 0.7225
*
```

Here are the natural (NBO) charges for atoms 1 to 2, given in e: -0.02, 0.35



DFT (ωB97M-V with the def2-TZVPD basis set) results for 2 unconnected molecules or ions with the total composition C3H8N5 at a distorted geometry.

Kohn-Sham gap: 8.7 eV
Energy above the lowest of the compared OMol25 structures with the same formula, charge and spin: 56.89 kcal per mole
Total energy: -10682.0137 eV
LUMO level: -5.102 eV
Molar mass: 114.13 g/mol

```
! wB97M-V def2-TZVPD RIJCOSX def2/J DEFGRID3
* xyz 1 1
H 3.2134 -0.2416 -0.4439
C 0.0688 0.9629 -0.0663
C 1.1367 0.1013 -0.2740
N 2.4417 0.4935 -0.1981
H -3.2255 0.5493 -0.5319
N -2.3620 1.1382 -0.3088
N -0.2221 -1.6371 -0.1958
H -0.5213 -2.6397 -0.4206
H 0.0736 -1.0320 2.1286
H 2.8269 1.4997 -0.2503
C -1.2490 0.4379 -0.2029
H 0.2941 -1.6791 1.8327
N -1.2888 -0.9123 -0.1766
H 0.1325 2.0823 0.0000
H -2.2624 2.1116 -0.4923
N 0.9435 -1.2350 -0.3998
*
```

Here are the natural (NBO) charges for atoms 1 to 2, given in e: 0.44, -0.29



DFT (ωB97M-V with the def2-TZVPD basis set) results for C7H17N in the gas phase at a distorted geometry.

Kohn-Sham gap: 9.5 eV
Energy above the lowest of the compared OMol25 structures with the same formula, charge and spin: 20.59 kcal per mole
Total energy: -9024.3322 eV
LUMO level: 1.089 eV
Molar mass: 115.22 g/mol

```
! wB97M-V def2-TZVPD RIJCOSX def2/J DEFGRID3
* xyz 0 1
H -3.6479 0.2642 0.1194
H 0.9835 -1.2871 -0.3853
C -1.5324 -0.2313 -0.2224
H -2.7027 1.5857 -0.5595
C -0.1683 0.4126 -0.0219
H -1.3258 -0.3401 -2.3609
H 2.0862 1.0429 1.1148
H -0.6280 1.8324 -1.7279
H -0.2381 1.0417 0.8793
H 0.9299 2.1545 -0.8842
H 0.7094 0.7847 -1.9665
C -2.6710 0.7639 0.1503
H 3.4728 -1.5253 1.4482
C 2.1088 0.0130 0.7532
H -1.5890 -0.9960 0.5609
H -2.7147 -1.1693 -1.7834
C -1.6659 -0.9844 -1.5349
C 2.7799 -0.8167 1.9018
N 0.8638 -0.5513 0.2885
H -2.5168 1.0215 1.2051
H 2.0111 -1.3916 2.3862
C 0.2203 1.3946 -1.1945
H 2.8749 0.0049 -0.0343
H -1.1380 -1.9326 -1.6494
H 3.2833 -0.1776 2.6356
*
```

Here are the natural (NBO) charges for atoms 1 to 2, given in e: 0.21, 0.36